A structure of composition C15H40Ba2F6O11 at a distorted geometry. Source: the Open Molecules 2025 dataset; level of theory: the ωB97M-V functional and the def2-TZVPD basis.

```
74
Properties=species:S:1:pos:R:3
Ba -1.154 -3.419 -3.707
Ba 0.754 -3.229 -0.051
C 4.022 -3.521 1.353
O 3.764 -2.744 0.180
O 2.781 -3.710 1.852
C 4.963 -4.736 1.108
F 4.916 -5.155 -0.179
F 6.246 -4.383 1.355
F 4.676 -5.727 1.957
C 4.742 -2.164 -0.659
C 4.120 -1.207 -1.668
H 3.812 -0.242 -1.259
H 4.910 -0.914 -2.362
H 3.266 -1.665 -2.181
H 5.409 -2.877 -1.151
H 5.417 -1.587 -0.011
H 4.580 -2.865 2.038
C -1.184 -0.584 -0.620
O -0.199 -0.739 0.409
O -0.890 -1.528 -1.602
C -2.569 -0.618 0.091
F -3.126 -1.845 0.068
F -2.531 -0.225 1.348
F -3.363 0.241 -0.573
C 0.766 0.335 0.505
C 1.780 0.009 1.596
H 1.420 -0.656 2.377
H 2.645 -0.471 1.129
H 2.144 0.976 1.943
H 0.219 1.230 0.807
H 1.327 0.485 -0.421
H -1.109 0.407 -1.073
C 0.849 0.231 5.209
O 0.775 0.659 6.557
H -0.127 -0.032 4.784
H 1.274 1.061 4.635
H 1.480 -0.641 5.039
H 0.091 1.334 6.591
C -5.021 3.229 -0.451
O -5.126 4.315 0.430
H -4.071 3.289 -0.993
H -4.984 2.287 0.104
H -5.763 3.279 -1.256
H -5.884 4.230 1.011
C 1.168 3.019 -2.486
O 0.183 3.527 -1.589
H 1.974 3.735 -2.632
H 1.567 2.097 -2.058
H 0.721 2.727 -3.439
H -0.551 3.899 -2.086
C -5.740 -1.346 -2.802
O -4.392 -1.855 -2.746
H -5.817 -0.317 -3.161
H -6.259 -2.060 -3.439
H -6.189 -1.333 -1.805
H -4.008 -1.414 -1.977
C -1.571 1.258 -4.239
O -1.625 2.447 -4.996
H -1.194 0.472 -4.911
H -0.922 1.379 -3.365
H -2.554 0.964 -3.871
H -0.875 2.490 -5.593
C 1.459 5.021 1.052
O 2.224 3.992 0.401
H 0.742 4.520 1.713
H 1.997 5.700 1.709
H 0.945 5.607 0.291
H 1.550 3.504 -0.083
C -1.378 -2.850 3.265
O -1.320 -3.462 1.971
H -0.440 -2.308 3.407
H -2.153 -2.084 3.305
H -1.422 -3.547 4.099
H -2.166 -3.895 1.810
```

Results
**Kohn-Sham gap**: 3.867 eV
**HOMO level**: -12.9 eV
**Energy**: -2072.69125 hartree
**Net charge**: +2
**2S+1**: 1

Atomic partial charges in e from the Mulliken method, atoms 1 to 5:
1 Ba 1.7800
2 Ba 1.7125
3 C -0.0079
4 O -0.2228
5 O -0.8943

=====

A structure of composition C15H40FLiO5 at a distorted geometry. Source: the Open Molecules 2025 dataset; level of theory: the ωB97M-V functional and the def2-TZVPD basis.

```
62
Properties=species:S:1:pos:R:3
Li 19.304 -17.790 3.334
F 17.483 -16.975 3.448
C 16.288 -14.958 1.396
C 16.778 -15.827 0.275
C 17.737 -15.312 -0.778
O 17.420 -17.027 0.775
H 15.600 -15.533 2.016
H 15.894 -14.052 0.936
H 17.142 -14.775 2.049
H 15.836 -15.978 -0.254
H 17.966 -16.009 -1.584
H 18.709 -15.129 -0.320
H 17.428 -14.306 -1.059
H 17.222 -17.068 1.713
C 18.684 -13.093 6.588
C 18.128 -14.467 6.267
C 16.693 -14.252 5.801
O 18.773 -15.111 5.196
H 19.106 -12.549 5.743
H 19.430 -13.200 7.375
H 17.902 -12.486 7.045
H 18.114 -15.152 7.115
H 15.995 -13.967 6.589
H 16.306 -15.237 5.539
H 16.566 -13.488 5.033
H 18.119 -15.614 4.705
C 21.341 -16.439 7.163
C 21.479 -17.203 5.839
C 22.274 -18.514 5.932
O 20.208 -17.504 5.301
H 22.366 -16.221 7.462
H 20.905 -17.087 7.923
H 20.811 -15.488 7.113
H 22.008 -16.524 5.170
H 22.815 -18.622 4.992
H 21.585 -19.344 6.085
H 22.930 -18.536 6.803
H 19.690 -16.699 5.364
C 17.665 -18.879 6.356
C 17.063 -20.341 6.626
C 16.684 -20.425 8.047
O 15.924 -20.502 5.829
H 18.536 -18.788 7.004
H 16.971 -18.041 6.431
H 17.938 -18.696 5.316
H 17.805 -21.094 6.361
H 15.920 -19.698 8.325
H 17.546 -20.322 8.706
H 16.216 -21.376 8.302
H 15.373 -19.722 5.732
C 13.544 -17.681 2.394
C 14.195 -18.580 3.416
C 15.149 -19.572 2.774
O 14.889 -17.933 4.538
H 13.223 -18.351 1.597
H 14.214 -16.937 1.963
H 12.745 -17.062 2.802
H 13.432 -19.219 3.859
H 15.130 -20.523 3.306
H 16.152 -19.145 2.790
H 14.883 -19.680 1.722
H 15.726 -17.528 4.301
```

Results
**Kohn-Sham gap**: 9.140 eV
**HOMO level**: -9.5 eV
**Energy**: -1079.13593 hartree
**Net charge**: 0
**Energy relative to the best compared isomer or geometry (same formula, charge and spin)**: 2.066 eV
**2S+1**: 1

Atomic partial charges in e from the Mulliken method, atoms 1 to 5:
1 Li 0.8778
2 F -0.7986
3 C -1.0569
4 C 0.9076
5 C -1.5431